1.
Below is a 2-piece molecular cluster, C10H11NO2 overall at a distorted geometry, with properties calculated with ωB97M-V/def2-TZVPD.

* HOMO-LUMO gap: 9.943 eV
* ΔE to the lowest compared entry with this formula, charge and spin: 2.9054 eV
* electronic energy: -16131.386 eV
* structure (SMILES): C[C@@H](N=C=O)c1ccccc1.C=O

Each line ends with the Löwdin charge.
Cartesian coordinates (Å):
C  -0.849  0.594  2.200  -0.102
C  -1.028  1.539  1.142  -0.084
C  -0.551  -0.715  1.911  -0.059
C  -1.008  1.117  -0.156  -0.049
C  -0.357  -1.091  0.549  -0.014
C  -0.650  -0.208  -0.480  -0.209
C  -1.329  -3.104  -2.151  -0.368
C  -0.596  -0.537  -1.951  -0.253
C  0.885  -0.429  -2.372  -0.025
C  2.341  1.966  2.289  -0.154
N  -0.906  -2.003  -2.152  0.164
O  -1.470  -4.247  -2.216  0.140
O  2.353  1.831  1.120  0.025
H  -0.934  1.018  3.173  0.089
H  -1.275  2.563  1.289  0.095
H  -0.566  -1.396  2.733  0.096
H  -1.166  1.836  -0.930  0.107
H  0.146  -1.938  0.262  0.087
H  0.987  -1.187  -3.108  0.065
H  1.513  -0.707  -1.545  0.082
H  1.191  0.516  -2.751  0.074
H  1.404  2.350  2.750  0.078
H  3.190  2.102  2.881  0.057
H  -1.327  0.131  -2.486  0.156

2.
Below is C10H11NO3S as an isolated structure at a distorted geometry, with properties calculated with ωB97M-V/def2-TZVPD.

* HOMO-LUMO gap: 9.575 eV
* ΔE to the lowest compared entry with this formula, charge and spin: 4.0230 eV
* electronic energy: -29013.217 eV

Each line ends with the Löwdin charge.
Cartesian coordinates (Å):
C  3.341  1.293  1.835  -0.064
C  3.332  0.096  1.127  -0.063
C  2.218  2.067  1.629  -0.081
C  2.278  -0.315  0.278  -0.035
C  1.159  1.720  0.815  -0.018
C  1.223  0.542  0.040  -0.240
C  -1.136  0.711  -1.114  -0.370
C  -2.431  -0.133  -0.829  -0.188
C  0.080  -0.024  -0.714  -0.117
C  -2.041  -2.452  -1.324  -0.117
N  -2.319  -1.462  -0.329  -0.288
O  -1.170  1.826  -1.618  0.106
O  -1.220  -0.355  1.774  -0.270
O  -0.251  -2.462  0.966  -0.268
S  -0.912  -1.263  0.690  0.732
H  4.237  1.481  2.340  0.090
H  4.211  -0.424  1.283  0.076
H  2.036  3.036  2.139  0.117
H  2.236  -1.387  -0.049  0.132
H  0.278  2.260  0.861  0.096
H  -2.865  0.488  0.013  0.150
H  -3.159  -0.024  -1.608  0.125
H  0.483  -0.535  -1.622  0.158
H  -2.391  -3.368  -0.830  0.092
H  -2.485  -2.050  -2.316  0.127
H  -0.841  -2.550  -1.447  0.118

3.
Below is C10H11NSTi as an isolated structure at a distorted geometry, with properties calculated with ωB97M-V/def2-TZVPD.

* HOMO-LUMO gap (spin up / spin down): 4.984 / 6.486 eV
* 2S+1: 3
* ⟨S²⟩: 2.0282
* electronic energy: -45982.124 eV

Each line ends with the Löwdin charge.
Cartesian coordinates (Å):
Ti  0.021  -0.351  -0.853  0.675
C  -0.517  -1.303  -3.707  -0.053
H  0.335  -0.886  -3.018  0.009
H  -1.065  -2.203  -3.387  0.038
H  -0.280  -1.255  -4.780  0.040
H  -1.244  -0.531  -3.696  -0.007
H  -1.041  0.999  -0.991  0.098
S  2.650  1.184  0.976  0.944
C  2.899  1.862  -0.677  -0.396
C  1.759  1.834  -1.465  -0.211
C  0.599  1.396  -0.728  -0.357
C  0.992  0.893  0.557  -0.662
C  0.052  0.238  1.456  -0.294
C  0.015  0.271  2.853  -0.038
C  -0.966  -0.405  3.545  -0.086
C  -1.864  -1.189  2.832  -0.103
C  -1.807  -1.270  1.459  -0.129
N  -0.916  -0.537  0.768  -0.100
H  3.938  2.227  -0.932  0.074
H  1.760  2.182  -2.491  0.094
H  0.771  0.898  3.372  0.122
H  -0.999  -0.327  4.634  0.110
H  -2.628  -1.785  3.385  0.112
H  -2.465  -1.943  0.887  0.120

4.
Below is one molecule with the formula C10H11P at a distorted geometry, with properties calculated with ωB97M-V/def2-TZVPD.

* HOMO-LUMO gap (spin up / spin down): 7.321 / 6.908 eV
* ΔE to the lowest compared entry with this formula, charge and spin: 8.2197 eV
* electronic energy: -19828.226 eV

Each line ends with the Löwdin charge.
Cartesian coordinates (Å):
C  0.308  1.082  0.368  -0.138
C  1.580  1.808  1.988  -0.171
C  -3.136  -1.372  0.712  -0.068
C  -2.733  -0.602  1.772  -0.083
C  -2.421  -1.232  -0.522  -0.090
C  -1.669  0.303  1.648  -0.005
C  -1.430  -0.319  -0.725  -0.029
C  -0.905  0.448  0.428  -0.273
C  2.265  -0.270  -1.604  -0.161
C  3.050  0.324  -0.415  -0.352
P  1.985  1.630  0.399  0.621
H  -3.997  -2.026  0.783  0.101
H  -3.246  -0.475  2.674  0.087
H  -2.785  -1.868  -1.302  0.093
H  -1.434  0.986  2.363  0.071
H  -0.888  -0.331  -1.648  0.090
H  1.267  0.119  -1.536  0.000
H  2.514  0.208  -2.503  0.047
H  2.244  -1.386  -1.706  0.099
H  3.856  0.936  -0.857  0.063
H  3.449  -0.522  0.241  0.104
H  2.125  2.560  -0.558  -0.005